*i*
ORCA calculation (wB97M-V/def2-TZVPD) on 4 unconnected molecules or ions with the total composition C2H12N2O3.

Each atom is followed by the atoms it is bonded to, with distances in Å.
Geometry (Å):
1 O 0.32043 -1.97216 0.87626  H16 0.958, H18 0.994
2 O 1.16040 0.75083 1.72352  H12 0.922, H19 0.977
3 O 3.06152 0.37340 -0.63714  H8 0.945, H17 0.980
4 N -1.57788 1.29001 0.90134  C7 1.433, H9 0.963, H14 0.981
5 N -1.41110 -0.56660 -0.53963  C6 1.532, C7 1.310
6 C -0.61567 0.12596 -1.65135  N5 1.532, H10 1.129, H11 1.120, H13 1.076
7 C -2.16771 0.16150 0.24317  N4 1.433, N5 1.310, H15 1.084
8 H 3.81865 -0.18707 -0.56410  O3 0.945
9 H -0.62414 1.40096 0.97634  N4 0.963
10 H 0.46012 -0.13088 -1.42662  C6 1.129
11 H -0.89275 -0.35665 -2.62332  C6 1.120
12 H 1.74090 0.72220 1.00717  O2 0.922
13 H -0.72510 1.19354 -1.73146  C6 1.076
14 H -2.15260 1.83717 1.47792  N4 0.981
15 H -3.24689 0.06741 0.27949  C7 1.084
16 H -0.18871 -2.66867 1.29167  O1 0.958
17 H 2.49138 -0.08754 -1.28726  O3 0.980
18 H -0.18732 -1.82758 0.03346  O1 0.994
19 H 0.73646 -0.12585 1.65051  O2 0.977

Spin multiplicity: 2
HOMO energy (alpha / beta): 0.70 / -2.65 eV
Charge: -1
Expectation value of S²: 0.756
Orbital gap (alpha / beta): 2.93 / 6.08 eV

***

*ii*
ORCA calculation (wB97M-V/def2-TZVPD) on 4 unconnected molecules or ions with the total composition C2H12N2O3.

Each atom is followed by the atoms it is bonded to, with distances in Å.
Geometry (Å):
1 O 0.58713 2.42843 -4.61603  H10 0.965, H12 0.962
2 O -3.82519 0.79204 -0.10611  H11 0.961, H15 0.970
3 O 2.39526 1.78857 2.54506  H16 0.965, H19 0.966
4 N -1.93180 -1.60348 0.83613  C7 1.268, H18 1.007
5 N 0.13770 -1.16745 -0.05045  C6 1.447, C7 1.352, H13 1.013
6 C 1.56170 -1.22788 0.19880  N5 1.447, H8 1.090, H9 1.093, H14 1.094
7 C -0.71506 -1.92373 0.67734  N4 1.268, N5 1.352, H17 1.085
8 H 2.19875 -0.96911 -0.64741  C6 1.090
9 H 1.84392 -0.59722 1.04537  C6 1.093
10 H 0.26415 1.70083 -4.07061  O1 0.965
11 H -4.18905 1.23131 0.66701  O2 0.961
12 H 1.52483 2.51071 -4.41832  O1 0.962
13 H -0.21359 -0.25669 -0.32142  N5 1.013
14 H 1.89950 -2.25027 0.39332  C6 1.094
15 H -3.33107 0.03473 0.24562  O2 0.970
16 H 2.91065 2.54320 2.23511  O3 0.965
17 H -0.26501 -2.84547 1.03230  C7 1.085
18 H -2.62244 -2.27270 1.13568  N4 1.007
19 H 1.76963 2.08417 3.21861  O3 0.966

Spin multiplicity: 2
HOMO energy (alpha / beta): 0.95 / -6.21 eV
Charge: -1
Expectation value of S²: 0.750
Orbital gap (alpha / beta): 2.55 / 9.62 eV

***

Least stable structure among those shown: *i*.